Entry 1:
16
Properties=species:S:1:pos:R:3:forces:R:3 method="wB97M-V/def2-TZVPD" total_charge=0 e_above_lowest_ev=3.3650 homo_energy_ev=-9.49 orbital_gap_ev=10.28 molar_mass_g_mol=103.12 lumo_energy_ha=0.029
C 1.765394 -0.205702 0.654154 0.0 0.1 0.0
C 0.260894 -0.057737 0.415708 -0.2 0.5 0.2
C -0.193933 1.390653 0.400418 0.4 0.3 0.2
O -1.576836 1.536115 0.566091 -0.2 0.0 -0.1
N -0.106902 -0.705803 -0.823547 -0.1 1.4 0.1
C -1.403763 -1.244779 -1.210774 2.0 0.6 2.0
O -2.479665 -0.817847 -0.844061 1.2 -1.0 -0.6
H 2.085048 -1.252553 0.606610 -0.2 0.2 0.0
H 2.032538 0.186873 1.641263 -0.1 -0.1 -0.2
H 2.335114 0.359149 -0.094578 -0.1 -0.1 0.1
H -0.286351 -0.584686 1.212218 0.1 0.2 -0.1
H 0.287119 1.921521 1.223329 -0.1 0.1 0.0
H 0.165531 1.839513 -0.544993 -0.1 0.0 0.2
H -2.037079 0.878077 0.015257 0.0 0.1 0.1
H 0.490487 -0.554420 -1.632430 0.1 -0.3 0.3
H -0.658479 -2.098258 -1.295670 -2.9 -2.0 -2.1

---

Entry 2:
16
Properties=species:S:1:pos:R:3:forces:R:3 method="wB97M-V/def2-TZVPD" total_charge=0 e_above_lowest_ev=3.2366 homo_energy_ev=-9.80 orbital_gap_ev=10.76 molar_mass_g_mol=103.12 lumo_energy_ha=0.035
C -0.983875 -1.160514 -0.664754 2.8 -0.1 3.1
C -1.032173 1.076536 0.173095 0.2 -2.8 -1.3
C 1.904846 0.965670 0.024251 -0.1 2.1 -5.6
C -0.106282 -0.211714 0.182938 -2.1 0.4 -2.9
N -1.129642 -2.265930 -0.139577 -1.0 -2.9 0.6
O 0.243353 -0.733180 1.401994 -0.2 1.5 0.5
O 1.020877 0.049592 -0.653464 -0.5 0.2 2.0
H -1.321678 -0.919256 -1.587932 -1.1 1.3 -2.9
H -0.934170 1.571021 1.028673 0.4 2.3 3.7
H -0.748307 1.682516 -0.628382 0.9 1.0 -1.2
H -2.092477 0.928017 -0.011543 -0.1 -0.7 0.3
H 1.808588 2.033094 -0.541314 -0.1 -2.1 1.8
H 2.812004 0.599589 -0.374432 1.6 0.0 0.2
H 1.920248 1.008198 1.051492 -0.5 -0.1 2.2
H -1.700525 -2.934944 -0.670998 0.2 0.4 0.1
H 0.339211 -1.688696 1.409953 -0.4 -0.3 -0.7

---

Entry 3:
16
Properties=species:S:1:pos:R:3:forces:R:3 method="wB97M-V/def2-TZVPD" total_charge=0 e_above_lowest_ev=1.2158 homo_energy_ev=-9.57 orbital_gap_ev=10.39 molar_mass_g_mol=103.12 lumo_energy_ha=0.030
C -0.073026 0.212116 1.282256 1.7 -0.8 -0.4
C -0.712149 1.505634 0.786181 0.3 -0.5 0.2
O -0.348505 2.592833 1.604654 0.1 0.6 0.1
C 0.013402 -0.903235 0.228994 -2.3 0.5 -0.1
N 0.735721 -0.677441 -0.897738 -0.3 -0.2 0.8
C 0.521636 -1.533629 -2.037325 1.1 0.3 -0.8
O -0.768121 -1.840354 0.311862 0.5 -0.2 0.0
H -0.529685 -0.267583 2.143217 -0.2 0.3 0.1
H 0.977437 0.441102 1.522856 -0.2 0.3 0.3
H -0.275838 1.706294 -0.194973 -0.3 0.2 0.0
H -1.794076 1.414694 0.703579 -0.1 -0.1 -0.1
H -0.701195 2.515348 2.498107 -0.1 -0.2 -0.2
H 1.430257 0.028227 -0.829822 0.5 0.4 -0.5
H 1.302769 -1.401753 -2.783648 0.5 0.1 0.3
H -0.338241 -1.221852 -2.621139 -0.7 -0.5 0.4
H 0.559614 -2.570401 -1.717060 -0.6 0.0 -0.2

---

Entry 4:
16
Properties=species:S:1:pos:R:3:forces:R:3 method="wB97M-V/def2-TZVPD" total_charge=0 e_above_lowest_ev=4.3809 homo_energy_ev=-8.96 orbital_gap_ev=8.70 molar_mass_g_mol=103.12 lumo_energy_ha=-0.010
C -0.425962 -1.422077 0.732877 -0.1 0.1 -0.1
C -0.124535 -0.009514 1.072796 0.0 -0.2 0.1
C 1.265169 0.418093 1.233049 -0.1 -0.2 0.2
O 1.102020 1.429356 0.301779 0.1 0.1 -0.2
N -1.225184 0.484970 -0.946629 0.1 0.1 -0.3
C -0.499253 0.624313 -2.002232 -0.1 0.0 0.0
O 0.785468 0.772884 -1.977741 -0.1 0.0 -0.2
H -1.479088 -1.613224 0.534229 0.1 0.0 0.0
H -0.088598 -2.015818 1.597988 0.0 0.1 -0.1
H 0.170667 -1.744243 -0.124468 -0.1 0.0 0.1
H -0.886682 0.640954 1.480010 0.1 -0.1 0.0
H 1.511489 0.787034 2.236992 0.0 0.0 0.0
H 1.983835 -0.367557 0.954851 0.0 0.1 0.0
H 1.055795 1.030020 -0.917768 -0.1 0.1 0.2
H -2.210205 0.367146 -1.164052 0.1 0.0 0.0
H -0.934935 0.617662 -3.011681 0.0 0.0 0.1

---

Entry 5:
16
Properties=species:S:1:pos:R:3:forces:R:3 method="wB97M-V/def2-TZVPD" total_charge=0 e_above_lowest_ev=1.0087 homo_energy_ev=-9.07 orbital_gap_ev=9.97 molar_mass_g_mol=103.12 lumo_energy_ha=0.033
C -0.931376 0.465906 1.727724 -0.6 0.3 0.0
C -0.529508 -0.146174 2.823708 0.4 -0.5 0.4
N -0.348925 1.620339 1.157418 0.1 -0.2 0.2
H -1.773402 0.072845 1.172693 0.1 0.0 -0.1
H -1.006891 -1.061430 3.141536 -0.1 0.0 -0.1
H 0.335657 0.139567 3.411157 0.0 0.3 -0.1
H 0.229938 2.113609 1.824863 0.1 0.0 -0.1
H 0.546415 0.558908 -0.105730 -0.1 -0.2 0.2
H -1.027570 2.255752 0.762722 0.0 -0.1 -0.1
O -0.928555 -0.879668 -1.308042 -0.1 0.1 -0.1
C 0.223185 -0.642886 -1.575301 0.0 0.1 0.2
O 1.049724 -0.000161 -0.739308 0.3 0.3 -0.4
C 0.910365 -1.039469 -2.851628 -0.1 -0.4 0.2
H 1.596197 -1.860610 -2.626889 0.0 0.1 -0.1
H 0.171651 -1.386812 -3.564625 0.0 0.0 -0.1
H 1.483096 -0.209716 -3.250298 0.1 0.1 0.0

---

Entry 6:
16
Properties=species:S:1:pos:R:3:forces:R:3 method="wB97M-V/def2-TZVPD" total_charge=0 e_above_lowest_ev=1.0077 homo_energy_ev=-9.59 orbital_gap_ev=10.31 molar_mass_g_mol=103.12 lumo_energy_ha=0.026
C 1.682046 1.045819 -0.606975 -0.3 0.3 -0.3
C 1.079250 -0.132752 -1.317073 -0.5 -0.2 -0.1
N -0.300656 -0.249931 -1.264042 0.7 -0.2 -0.1
C -1.071206 0.140605 -0.104620 -0.1 0.0 -0.3
C -0.898946 -0.765619 1.096809 0.4 -0.1 1.0
O -1.139738 0.017645 2.273898 -0.2 -0.3 0.0
O 1.726776 -0.938208 -1.955213 0.2 0.2 0.0
H 1.017205 1.910902 -0.622769 0.0 -0.1 0.0
H 1.862814 0.799121 0.429676 0.2 -0.1 0.3
H 2.596867 1.313465 -1.118082 0.3 -0.1 0.1
H -0.559262 -1.095925 -1.755412 -0.3 0.0 0.2
H -0.860702 1.175989 0.160867 0.3 -0.1 0.2
H -2.107602 0.145033 -0.392489 -0.5 0.0 -0.1
H 0.107284 -1.202004 1.151379 0.1 0.3 -0.2
H -1.568929 -1.625871 1.085345 -0.2 0.0 -0.3
H -1.565198 -0.538276 2.938704 0.2 0.2 -0.2

---

Entry 7:
16
Properties=species:S:1:pos:R:3:forces:R:3 method="wB97M-V/def2-TZVPD" total_charge=0 e_above_lowest_ev=2.4226 homo_energy_ev=-8.93 orbital_gap_ev=9.85 molar_mass_g_mol=103.12 lumo_energy_ha=0.034
C 2.105803 -0.132241 -1.110344 0.2 0.1 0.0
N 0.881618 -0.494294 -0.440611 -0.2 0.0 0.0
C 0.534568 -0.089492 0.861814 0.2 -0.3 0.1
O -0.332740 1.053538 0.997465 0.0 0.1 0.0
C -1.515372 0.924509 0.249528 -0.2 0.0 -0.2
C -2.220178 -0.399673 0.510743 0.0 -0.2 -0.2
O -2.466977 -1.205019 -0.357050 0.1 0.4 0.4
H 2.691981 -1.024571 -1.371756 -0.1 0.2 0.0
H 1.944719 0.449255 -2.028215 0.0 0.0 0.2
H 2.720133 0.474221 -0.435908 -0.1 -0.1 -0.1
H 1.432947 0.195734 1.414894 -0.1 -0.1 -0.1
H -2.176266 1.740485 0.567136 0.1 -0.1 -0.1
H -1.343296 1.004453 -0.831949 0.0 0.0 0.1
H 0.051656 -0.929031 1.384279 0.0 0.1 0.0
H -2.482569 -0.601331 1.571414 0.0 0.0 -0.1
H 0.173971 -0.966544 -0.981437 0.1 0.0 0.1

---

Entry 8:
16
Properties=species:S:1:pos:R:3:forces:R:3 method="wB97M-V/def2-TZVPD" total_charge=0 e_above_lowest_ev=6.6136 homo_energy_ev=-9.12 orbital_gap_ev=8.15 molar_mass_g_mol=103.12 lumo_energy_ha=-0.035
C -2.404150 -0.409732 -0.709277 0.4 -0.3 0.0
O -1.476902 0.650493 -0.731462 -0.1 0.7 -1.8
N -0.065855 0.208171 -1.709836 0.6 2.9 -1.6
O 0.444211 1.143810 -2.183913 -2.3 -3.1 2.2
H -3.392139 -0.025086 -0.432989 0.2 0.1 -0.1
H -2.496116 -0.908589 -1.683406 0.0 0.1 0.1
H -2.104887 -1.159713 0.035684 -0.1 0.0 -0.1
C 1.737596 1.090590 0.940296 0.2 0.0 0.2
C 0.829376 -0.024514 0.542147 -2.1 0.3 0.8
C 1.052122 -1.319282 0.784332 0.0 0.3 -0.1
H -0.299423 0.326774 0.234021 3.2 -1.0 0.7
H 1.214809 1.796324 1.591453 0.0 0.0 -0.1
H 2.623923 0.738896 1.475754 0.0 0.0 -0.1
H 2.070134 1.638401 0.050940 0.0 0.1 0.1
H 0.380979 -2.083059 0.404900 -0.1 0.0 0.2
H 1.886322 -1.663485 1.391357 0.2 0.0 -0.4